Arrangement i

Computed, not measured: a gas-phase ion, C4H10S (charge +1), with ωB97M-V with the def2-TZVPD basis set.

Summary:
Net charge: +1
Multiplicity: 2
Gap between HOMO and LUMO (spin up / spin down) in eV: 11.37 / 6.18

Each line ends with the Löwdin charge.
Positions of all 15 atoms, in Å:
C (2.2129, 0.5020, -1.1280)  -0.10
C (0.9114, 1.3024, -1.1972)  -0.23
C (-0.3537, 0.6626, -0.5781)  -0.25
C (-0.0947, -0.6276, 0.2084)  -0.44
S (-1.4432, -0.9789, 1.4204)  1.17
H (2.9049, 0.9095, -1.8690)  0.09
H (2.7080, 0.5705, -0.1686)  0.08
H (2.0297, -0.5010, -1.5159)  0.08
H (0.6541, 1.4523, -2.2545)  0.11
H (1.0432, 2.3343, -0.8775)  0.11
H (-1.0991, 0.4118, -1.3330)  0.12
H (-0.8144, 1.3661, 0.1289)  0.10
H (0.7766, -0.6388, 0.8722)  0.10
H (0.0759, -1.4390, -0.5022)  0.11
H (-2.2823, -0.0016, 1.0698)  -0.05

***

Arrangement ii

Computed, not measured: 2 unconnected molecules or ions with the total composition C4H10S, with ωB97M-V with the def2-TZVPD basis set.

Summary:
Net charge: +1
Multiplicity: 2
Gap between HOMO and LUMO (spin up / spin down) in eV: 9.53 / 4.60

Each line ends with the Löwdin charge.
Positions of all 15 atoms, in Å:
C (-0.1458, -1.3636, -2.3523)  -0.06
C (0.9954, -0.7622, -2.6874)  -0.05
H (-0.8149, -1.6697, -3.1418)  0.06
H (-0.3032, -1.5513, -1.3027)  -0.02
H (1.2813, -0.5334, -3.7057)  0.06
H (1.6113, -0.2338, -1.9626)  0.04
C (-1.1033, 1.8991, 0.8969)  -0.11
C (0.2474, 1.2233, 1.1527)  -0.46
S (0.1313, -0.5714, 1.4679)  1.15
H (-1.7394, 1.3114, 0.2373)  0.08
H (-1.6194, 2.0675, 1.8362)  0.09
H (-0.9039, 2.8476, 0.4005)  0.10
H (0.8558, 1.6821, 1.9282)  0.10
H (0.8265, 1.2758, 0.2173)  0.10
H (-0.5131, -1.2961, 0.5407)  -0.08

***

What should be chosen as the most stable of them? Choose arrangement i.

***

Arrangement i

Computed, not measured: C4H4FNOS in the gas phase, with ωB97M-V with the def2-TZVPD basis set.

Summary:
Net charge: 0
SMILES: ON1CC(F)=CC1=S
Gap between HOMO and LUMO in eV: 8.84

Each line ends with the Löwdin charge.
Positions of all 12 atoms, in Å:
C (1.5105, -0.2770, -0.4182)  -0.04
C (0.6776, -0.0713, -1.6147)  -0.32
C (-0.6092, 0.1205, -1.2011)  0.04
C (-0.6686, 0.1127, 0.2990)  -0.76
H (0.1041, -0.3016, 2.4589)  0.09
H (2.2816, 0.5680, -0.4409)  0.18
H (1.9448, -1.2723, -0.2783)  0.15
H (-1.5270, 0.1900, -1.8299)  0.13
N (0.5720, -0.1565, 0.6632)  -0.25
O (0.9765, -0.2544, 1.9175)  0.01
F (1.0758, -0.2592, -2.8001)  0.17
S (-1.8602, 0.4356, 1.4325)  0.62

***

Arrangement ii

Computed, not measured: C4H4FNOS in the gas phase, with ωB97M-V with the def2-TZVPD basis set.

Summary:
Net charge: 0
SMILES: O=CN(C=S)/C=C\F
Gap between HOMO and LUMO in eV: 8.45

Each line ends with the Löwdin charge.
Positions of all 12 atoms, in Å:
C (0.2355, 1.9106, 0.3760)  -0.04
C (0.8862, 0.7685, 0.7928)  -0.08
C (1.6459, -1.1466, -0.3501)  -0.24
C (-0.6915, -1.0453, -0.0424)  -0.62
H (0.2212, 2.9971, 0.5925)  0.13
H (1.2045, 0.5434, 1.8028)  0.13
H (1.3949, -1.9102, -0.9917)  0.11
H (-0.5603, -2.3315, 0.0393)  0.14
N (0.5798, -0.4175, 0.1558)  -0.15
O (2.7945, -0.7277, -0.1313)  0.04
F (-0.4191, 1.9388, -0.8350)  -0.03
S (-2.3350, -0.6830, 0.0859)  0.61

***

What should be chosen as the most stable of them? Choose arrangement i.

***

Arrangement i

Computed, not measured: 2 unconnected molecules or ions with the total composition H6NO, with ωB97M-V with the def2-TZVPD basis set.

Summary:
Net charge: +1
Gap between HOMO and LUMO in eV: 12.49

Each line ends with the Löwdin charge.
Positions of all 8 atoms, in Å:
O (-0.3305, 1.0362, -1.3449)  -0.06
H (-0.4408, 1.7974, -0.7311)  0.08
H (0.5550, 1.1721, -1.7520)  0.08
N (0.0431, -0.8012, 0.7657)  0.29
H (-0.7917, -0.6600, 1.3661)  0.17
H (-0.1638, -1.5228, 0.0488)  0.17
H (0.8416, -1.1137, 1.3507)  0.17
H (0.2872, 0.0920, 0.2967)  0.10

***

Arrangement ii

Computed, not measured: 2 unconnected molecules or ions with the total composition H6NO, with ωB97M-V with the def2-TZVPD basis set.

Summary:
Net charge: +1
Gap between HOMO and LUMO in eV: 13.10

Each line ends with the Löwdin charge.
Positions of all 8 atoms, in Å:
N (-0.5516, -1.0291, 0.1840)  0.25
H (-1.3602, -0.7675, 0.7390)  0.14
H (-0.1114, -0.0264, 0.1429)  0.10
H (0.0750, -1.5036, 0.9459)  0.20
H (-0.6324, -1.4718, -0.7334)  0.15
H (0.9899, 2.0672, 0.2194)  0.11
H (0.6850, 1.5075, -1.2020)  0.09
O (0.9056, 1.2237, -0.2958)  -0.05

***

What should be chosen as the most stable of them? Choose arrangement i.

***

Arrangement i

Computed, not measured: C3H6N2O3 in the gas phase, with ωB97M-V with the def2-TZVPD basis set.

Summary:
Net charge: 0
SMILES: CN(N)C(=O)C(=O)O
Gap between HOMO and LUMO in eV: 10.03

Each line ends with the Löwdin charge.
Positions of all 14 atoms, in Å:
C (-0.3243, 1.4081, 0.6212)  -0.04
N (0.4258, 0.1821, 0.3958)  -0.21
C (-0.7692, -1.7377, -0.4132)  -0.21
C (0.1881, -0.5823, -0.7471)  -0.47
N (1.7821, 0.2798, 0.7946)  0.08
O (-1.6712, -0.7383, -1.2748)  -0.01
O (-1.0573, -2.7743, 0.0216)  0.22
O (0.9573, -0.7126, -1.6793)  0.12
H (-2.4730, -0.6054, -0.7453)  0.09
H (2.3133, 0.8115, 0.1062)  0.09
H (2.1656, -0.6620, 0.8101)  0.10
H (-0.4103, 1.5663, 1.6969)  0.09
H (0.2134, 2.2517, 0.1771)  0.09
H (-1.3404, 1.3133, 0.2363)  0.08

***

Arrangement ii

Computed, not measured: C3H6N2O3 in the gas phase, with ωB97M-V with the def2-TZVPD basis set.

Summary:
Net charge: 0
SMILES: NN=C1OCOCO1
Gap between HOMO and LUMO in eV: 9.24

Each line ends with the Löwdin charge.
Positions of all 14 atoms, in Å:
C (0.4632, 0.7607, -0.1483)  -0.47
C (-1.0285, 0.3183, 1.5680)  -0.17
C (-1.1000, -1.0224, -0.2731)  -0.19
H (2.1433, -0.6067, -1.2947)  0.19
H (2.9405, 0.9849, -1.6122)  0.06
H (-0.2748, -0.4061, 1.9066)  0.14
H (-1.6927, 0.8511, 2.3686)  0.18
H (-0.9351, -2.2252, 0.0075)  0.19
H (-1.8149, -1.2164, -1.1677)  0.15
N (1.9848, 0.5921, -1.6333)  -0.07
N (1.5771, 1.3288, -0.4915)  0.02
O (-0.2227, 1.2386, 0.9230)  0.03
O (-2.0189, -0.3052, 0.6457)  -0.08
O (-0.0212, -0.2924, -0.7987)  0.01

***

Arrangement iii

Computed, not measured: 2 unconnected molecules or ions with the total composition C3H6N2O3, with ωB97M-V with the def2-TZVPD basis set.

Summary:
Net charge: 0
Gap between HOMO and LUMO in eV: 7.05

Each line ends with the Löwdin charge.
Positions of all 14 atoms, in Å:
C (0.6584, 1.0519, -0.3223)  -0.15
C (-0.8379, 0.8076, 0.0392)  -0.22
C (0.1531, -1.3210, -0.2927)  -0.35
H (3.2306, 0.0325, 1.4100)  0.31
H (0.9135, 1.4870, -1.3500)  0.15
H (0.8717, 1.6949, 0.5157)  0.11
H (-1.5669, 1.5617, -0.3461)  0.13
H (-1.0951, 0.9427, 1.0699)  0.11
H (-2.9102, -1.0430, -0.5168)  0.24
N (1.1745, -0.2440, -0.0635)  -0.14
N (-1.0956, -0.4720, -0.4465)  -0.12
O (2.4846, -0.9555, 0.0917)  -0.13
O (-2.1973, -1.0395, 0.4266)  -0.10
O (0.2166, -2.5033, -0.2151)  0.14

***

Arrangement iv

Computed, not measured: C3H6N2O3 in the gas phase, with ωB97M-V with the def2-TZVPD basis set.

Summary:
Net charge: 0
SMILES: C/N=C(\N)OC(=O)O
Gap between HOMO and LUMO in eV: 9.60

Each line ends with the Löwdin charge.
Positions of all 14 atoms, in Å:
C (2.1795, -0.4375, -0.6057)  -0.15
C (-1.4325, 0.9276, 0.9070)  -0.45
C (-0.0969, 0.1462, -0.5231)  -0.58
N (-0.5656, -1.1169, -0.8059)  0.17
O (-1.0186, 1.1104, -0.5314)  0.11
O (-1.9504, 2.1161, 1.2591)  0.14
N (1.1384, 0.5278, -0.3372)  0.05
O (-1.5536, -0.0337, 1.6464)  0.13
H (-2.4640, 1.9408, 2.0703)  0.14
H (-0.0690, -1.8738, -0.3546)  0.10
H (-1.5684, -1.2302, -0.7205)  0.11
H (2.0054, -1.0081, -1.5254)  0.07
H (3.1385, 0.0782, -0.7065)  0.07
H (2.2573, -1.1469, 0.2274)  0.07

***

What should be chosen as the most stable of them? Choose arrangement iv.